No. 1
# C22H20N2O5

One molecule with the formula C22H20N2O5 at a distorted geometry (wB97M-V/def2-TZVPD, the Open Molecules 2025 dataset).

- HOMO-LUMO gap: 8.38 eV
- Relative energy (zero: lowest compared OMol25 entry of this formula, charge and spin): 99.0 kcal per mole
- Electronic energy: -1335.99110 a.u.
- SMILES string: COc1cc(-c2nnc(COc3ccc4ccccc4c3)o2)cc(OC)c1OC
- Molecular weight: 392.4 g/mol

Cartesian coordinates (Å):
1 C -5.139 3.761 -3.214
2 C 5.739 -2.204 1.534
3 H 0.534 0.999 3.112
4 H -5.917 4.133 -3.878
5 H 4.459 -0.009 5.347
6 C -2.413 -2.780 -1.987
7 C 4.271 -0.205 4.301
8 H -5.407 3.987 -2.177
9 H 7.444 -3.469 1.625
10 H -4.190 4.250 -3.456
11 C -4.186 0.259 -3.025
12 H 7.877 -3.035 4.009
13 H 2.577 1.065 4.239
14 O -0.674 1.082 0.550
15 H -5.503 -2.105 -3.680
16 N -1.377 3.122 0.159
17 C 4.880 -1.328 2.234
18 O -5.103 -0.084 -3.963
19 C -2.423 -0.046 -1.406
20 O -5.080 2.373 -3.443
21 C -1.519 1.868 -0.164
22 C -2.427 1.317 -1.135
23 O 1.929 0.703 1.610
24 C -3.293 -0.586 -2.344
25 H -1.729 -0.674 -0.873
26 C 3.212 0.398 3.678
27 H 6.411 -1.516 5.280
28 O -3.323 -1.926 -2.638
29 H -4.276 -1.736 -4.916
30 C -4.179 1.645 -2.735
31 H -2.611 -3.772 -2.392
32 C -5.208 -1.399 -4.458
33 H -1.376 -2.504 -2.200
34 H -5.988 -1.349 -5.218
35 C 1.021 1.541 2.286
36 H -2.574 -2.794 -0.905
37 H 3.585 -0.879 0.568
38 C 3.787 -0.700 1.613
39 C 5.130 -1.079 3.609
40 H 1.508 2.443 2.679
41 C -3.307 2.168 -1.800
42 H 5.546 -2.391 0.487
43 C 7.038 -2.554 3.527
44 C 6.791 -2.801 2.167
45 C 2.962 0.149 2.315
46 N -0.417 3.185 1.097
47 C 6.226 -1.712 4.233
48 H -3.276 3.216 -1.561
49 C -0.015 1.977 1.313


No. 2
# C3H9ISi

One molecule with the formula C3H9ISi at a distorted geometry (wB97M-V/def2-TZVPD, the Open Molecules 2025 dataset).

- HOMO-LUMO gap: 9.88 eV
- Relative energy (zero: lowest compared OMol25 entry of this formula, charge and spin): 45.3 kcal per mole
- Electronic energy: -706.85422 a.u.
- SMILES string: CCC[SiH2]I
- Molecular weight: 200.1 g/mol

Cartesian coordinates (Å):
1 Si -0.753 1.043 1.656
2 I -1.074 3.544 1.712
3 C -0.788 0.406 -0.115
4 H 1.606 -0.339 0.125
5 H 0.867 -0.218 -1.977
6 H -1.687 0.051 2.442
7 H 0.288 -1.517 0.603
8 H -1.617 -0.117 -0.573
9 H -0.108 -1.743 -1.975
10 C 0.633 -0.741 -0.115
11 H -0.389 1.153 -0.765
12 H 0.591 1.255 2.126
13 H 1.679 -1.613 -1.598
14 C 0.753 -1.164 -1.546


No. 3
# C2AlF3NO6S2

C2AlF3NO6S2 as an isolated structure at a distorted geometry (wB97M-V/def2-TZVPD, the Open Molecules 2025 dataset).

- HOMO-LUMO gap: 8.28 eV
- Relative energy (zero: lowest compared OMol25 entry of this formula, charge and spin): 0.0 kcal per mole
- Electronic energy: -1920.93401 a.u.
- Net charge: -1
- Molecular weight: 282.1 g/mol

Cartesian coordinates (Å):
1 O -1.401 -1.780 -0.252
2 N 0.366 -0.190 -0.922
3 S 1.433 0.903 -0.613
4 O -3.619 -0.550 1.243
5 S -0.834 -0.490 0.264
6 C 2.797 0.146 0.419
7 F 3.735 1.050 0.672
8 O -1.856 0.709 -0.024
9 O 0.971 2.003 0.292
10 O -4.453 0.496 -0.615
11 F 3.346 -0.870 -0.233
12 F 2.311 -0.299 1.572
13 Al -0.790 2.701 0.587
14 O 2.139 1.329 -1.824
15 C -3.754 0.121 0.269